Computed, not measured: a cluster of 15 separate species, C56H126F16N15O32S16 in total at a distorted geometry, with wB97M-V/def2-TZVPD.

Its HOMO-LUMO gap is 5.50 eV. As for the electronic energy: -364797.96112 eV. The energy above the lowest of the compared OMol25 structures with the same formula, charge and spin comes out at 173.14 kcal/mol. The highest occupied orbital energy comes out at -6.12 eV. For the LUMO energy, the calculation gives -0.626 eV.

```
! RIJCOSX wB97M-V def2-TZVPD def2/J DEFGRID3
* xyz -1 1
S 4.7898 -0.1656 -2.8088
S 13.7272 -14.7622 10.2344
S 15.6207 0.1844 7.4197
S 14.4918 -3.3816 -4.3283
S 21.2959 -8.5582 7.0281
S 15.8128 -14.8099 -5.7380
S 20.3035 -10.5057 7.8241
S 14.3364 -13.3882 -4.3308
S 13.3134 -12.6986 11.0893
S 1.8037 -12.1115 4.6842
S 5.8404 -4.5821 7.8275
S 5.8815 -0.9194 -0.7772
S 12.4304 -4.2136 -4.8139
S 6.5432 -6.6981 8.5006
S 17.5594 0.3012 8.7939
S 0.3861 -13.9475 5.0033
F 5.4133 0.0760 -4.1937
F 10.9271 -3.6876 -5.2225
F 7.8590 -7.4258 9.0242
F 5.7344 -3.1735 8.5074
F 14.8911 1.1711 6.3155
F -0.0661 -14.6693 6.3402
F 17.3779 -15.2983 -5.5911
F 3.0728 -11.5426 5.4868
F 7.2609 -0.6699 0.1629
F 12.9107 -16.0895 9.7567
F 20.4043 -12.1362 7.7491
F 14.0584 -11.8636 -4.2976
F 11.9871 -11.8662 11.4969
F 22.8287 -8.0202 6.7188
F 14.8265 -1.8406 -3.9149
F 18.7318 1.3266 9.1274
O 15.3140 -3.5340 -5.5049
O 13.2448 -13.6557 -5.2944
O 14.7688 -4.2122 -3.1183
O 4.0676 -1.4202 -2.9347
O 18.9881 -10.2298 7.1412
O 20.8488 -7.7493 8.1427
O 0.9386 -10.9449 4.6450
O 14.1272 -13.7208 -2.9177
O 6.3179 -4.0566 6.4788
O 5.5503 -7.3801 9.2612
O 20.5900 -8.1585 5.8017
O 13.8943 -12.8177 12.3754
O 6.6804 -7.0774 7.1004
O 18.3649 -0.7818 8.1682
O 15.9222 -0.9910 6.6130
O 20.1990 -10.2589 9.2589
O -0.8294 -13.3123 4.5115
O 12.9284 -5.0918 -5.8622
O 13.9899 -11.8868 10.0673
O 16.8708 0.0872 10.1381
O 3.9969 1.0052 -2.5265
O 0.8509 -15.0751 4.1854
O 15.8055 -14.6878 -7.1650
O 15.1123 -15.9710 -5.2493
O 14.5609 0.1920 8.4127
O 4.9471 -0.2152 0.1083
O 14.4586 -15.3355 11.3639
O 4.4502 -4.9646 7.8272
O 12.0992 -4.8543 -3.5682
O 2.4062 -12.6485 3.4963
O 14.4259 -14.4805 9.0303
O 5.8768 -2.3965 -0.7164
N 13.1551 -4.6354 12.8612
N 21.5614 -10.1642 7.1663
N 0.2695 -4.8416 1.8302
N 12.4057 -13.8204 10.5909
N 6.2973 -0.1987 -2.0134
N 6.3018 -18.2661 -1.1137
N 1.4888 -12.9865 5.8375
N 12.4604 -9.4643 3.0556
N 6.8888 -5.2474 8.9093
N 15.9028 -13.5527 -4.9022
N 19.9067 -17.4440 2.3115
N 5.9366 -15.3787 10.6229
N 13.0089 -2.9026 -4.6372
N 20.1074 -8.8967 -6.3899
N 16.7765 1.1411 7.6320
C 13.2521 -8.9951 1.8483
C 0.0127 -4.6048 0.2140
C 11.7275 -11.0732 4.8690
C -2.1478 -4.8691 2.5408
C 20.5029 -18.3429 1.1863
C -1.6344 -3.5078 2.7924
C 20.9803 -7.9080 -7.3494
C 10.3265 -1.8932 12.8668
C 3.7288 -6.8388 1.5440
C 13.1447 -5.0925 11.3515
C 10.8063 -3.3159 13.3005
C 6.2302 -15.2085 9.1269
C 4.4505 -16.5662 -1.6885
C 7.5086 -17.3593 -0.8891
C 18.7182 -8.8821 -6.9761
C 12.2188 -8.0952 3.8565
C 1.7473 -5.3275 2.0300
C 11.6431 -5.6650 4.1816
C 20.7555 -19.2412 4.0006
C 2.3055 -6.5038 1.1312
C 19.3713 -15.4395 0.9065
C 12.4821 -5.8263 13.5989
C 5.6245 -14.0419 12.9233
C 18.8967 -8.6867 -8.4654
C 12.3786 -3.2357 13.1353
C 19.6372 -8.5529 -2.5575
C 5.1764 -17.8451 -2.1549
C 5.6915 -16.2351 8.2850
C 20.1589 -8.3392 -4.9246
C 10.6351 -11.0541 3.7715
C 15.3888 -5.4110 12.1981
C 4.5263 -15.9910 10.4375
C 20.8537 -16.2519 2.6981
C 5.8577 -12.7838 13.6318
C 8.3730 -17.4740 -2.1565
C 18.7457 -16.6585 1.7675
C 6.9636 -19.4739 -1.7702
C 11.8437 -6.8329 3.0891
C -0.8225 -5.7774 2.3912
C 6.9775 -16.3916 11.1001
C 8.0840 -18.8963 -2.6347
C -0.1400 -3.5131 2.5398
C 19.5932 -9.3433 -3.8583
C 12.9091 -10.4411 4.1093
C 11.1494 -10.2066 2.6022
C 6.0501 -13.9975 11.4135
C 5.6526 -18.5974 0.2489
C 14.6403 -5.1211 10.9433
C 4.5720 -16.9171 9.1553
C 14.6951 -4.5644 13.2263
C 19.5318 -18.3349 3.5401
C 20.5658 -15.0918 1.7772
C 3.0373 -16.3528 -2.2391
C 20.1470 -7.7977 -8.5929
C 20.6252 -19.9913 5.3525
C 20.7002 -10.3510 -6.5293
H 10.6064 -3.6304 14.3248
H 11.9160 -12.0620 5.2871
H 3.6146 -17.0291 8.6464
H 16.4738 -5.3060 12.2051
H 18.0714 -17.3161 1.2189
H 9.7512 -10.8250 4.3668
H 20.3816 -19.3271 6.1816
H 5.1300 -17.7535 0.6993
H 4.2265 -5.9172 1.8455
H 18.0998 -9.7624 -6.8007
H 6.9916 -16.4682 -0.5329
H 1.8171 -5.6398 3.0719
H 0.1975 -5.5179 -0.3518
H 12.4214 -4.5067 10.7843
H 13.0231 -7.9459 4.5769
H 12.8619 -2.8952 14.0510
H 2.9258 -15.3460 -2.6418
H 12.3962 -5.7052 4.9686
H 21.4510 -14.7707 1.2283
H 18.1159 -8.0395 -6.6363
H 11.5268 -10.8014 1.7704
H 0.2011 -2.6975 1.9023
H 11.4306 -5.8467 13.3127
H 4.3946 -16.4990 11.3928
H 3.8580 -15.1337 10.3567
H 5.2063 -15.8085 7.4071
H 6.4041 -18.8064 1.0103
H 6.5525 -16.5443 12.0921
H 2.8132 -17.0569 -3.0403
H 10.9384 -6.8097 2.4824
H 20.1221 -11.0506 -5.9255
H 4.6543 -18.8014 -2.1232
H 20.6556 -7.8121 -9.5570
H 6.0455 -14.8738 13.4880
H 8.0734 -17.7748 -0.0546
H 15.0586 -4.2106 10.5144
H 10.3797 -1.7076 11.7940
H 7.7877 -18.8081 -3.6799
H 10.3396 -12.0300 3.3862
H 7.1818 -17.2473 10.4565
H 12.7235 -6.6481 2.4727
H 21.6721 -18.6523 4.0334
H 2.2507 -16.5206 -1.5035
H 15.2135 -6.3744 12.6770
H 18.7985 -14.5349 0.7017
H -1.0142 -4.3380 -0.0356
H 14.0613 -8.3155 2.1154
H 0.3450 -3.7096 3.4959
H 19.0579 -9.6800 -8.8844
H -2.0807 -2.7122 2.1959
H 20.5473 -7.9617 -2.4560
H 8.1894 -16.7707 -2.9687
H 21.2085 -8.1874 -4.6729
H 10.7576 -1.0660 13.4307
H 19.8990 -15.6909 -0.0135
H 18.5902 -9.5690 -4.2205
H 10.5268 -4.1436 12.6487
H 12.6777 -6.0729 11.2579
H 18.0030 -8.2319 -8.8926
H 2.3009 -6.3447 0.0529
H 0.5472 -3.7187 -0.1285
H 18.7064 -19.0225 3.3562
H 11.8629 -4.7819 3.5818
H 21.1286 -6.9815 -6.7948
H 5.4244 -13.3442 10.8052
H 5.2504 -11.9565 13.2644
H 13.4605 -11.1390 3.4792
H 7.3180 -15.1418 9.1387
H 12.8113 -2.6916 12.2957
H 20.2529 -14.2850 2.4400
H 9.2399 -1.8371 12.9325
H -2.9220 -4.8554 1.7736
H 4.9750 -19.4489 0.1866
H 7.9309 -15.8660 11.0473
H 4.5738 -14.3317 12.9085
H 20.9106 -19.9724 3.2072
H 7.5520 -19.9534 -0.9879
H 10.6629 -5.5947 4.6531
H 3.8070 -7.3183 2.5197
H 20.7585 -17.6838 0.3566
H 11.4792 -8.3002 4.6305
H 21.9424 -8.2850 -7.6962
H 21.5950 -20.4860 5.4065
H 14.8238 -5.8542 10.1578
H 19.8117 -20.7145 5.2953
H 21.8820 -16.6072 2.6315
H 2.1959 -4.3347 1.9931
H 21.4701 -18.7284 1.5088
H -0.4256 -6.1245 3.3451
H 20.6708 -10.6629 -7.5733
H 1.6525 -7.3766 1.1279
H 12.6521 -8.4172 1.1454
H 18.1624 -16.2944 2.6133
H 8.9685 -19.5304 -2.5733
H 4.8318 -17.9649 9.3056
H 6.3260 -20.3530 -1.8635
H -1.0992 -6.5066 1.6297
H 7.0195 -13.5137 11.2939
H 21.7210 -10.6183 -6.2563
H 13.6153 -9.8219 1.2379
H 12.8510 -6.8199 13.3442
H 5.8079 -14.2468 8.8355
H 12.5356 -5.5009 14.6378
H 19.7164 -6.8005 -8.5023
H -1.9031 -3.2527 3.8175
H 11.5420 -10.4891 5.7704
H 5.5910 -12.9630 14.6734
H 14.9490 -3.5069 13.1533
H 5.0680 -15.6990 -1.9225
H 14.9511 -4.7972 14.2600
H 18.7984 -7.9395 -2.2285
H 19.7500 -19.1144 1.0254
H 19.2335 -17.6289 4.3152
H 10.5699 -9.3919 2.1679
H 13.7217 -10.0243 4.7044
H 6.4110 -17.0098 8.0200
H 20.1553 -10.2753 -3.7997
H 19.6118 -7.3979 -4.8721
H 19.8102 -9.0919 -1.6261
H 5.6992 -17.5293 -3.0577
H 20.4894 -15.9371 3.6761
H 9.4278 -17.3022 -1.9417
H 4.2954 -7.4385 0.8315
H 6.9051 -12.5492 13.4420
H -2.7617 -5.1770 3.3872
H 4.4022 -16.5552 -0.5996
*
```